Entry from the Open Molecules 2025 dataset: C4H9NO in the gas phase at a distorted geometry (wB97M-V/def2-TZVPD).

Each line ends with the Mulliken spin population.
Atoms and positions in Å:
1 O -0.43397 0.85356 2.06681  0.52
2 N 0.51523 -0.20782 -0.04422  0.63
3 C -0.56447 0.28531 0.99378  0.65
4 C 0.14784 -0.24716 -1.39654  0.00
5 C 1.91382 0.19928 0.30524  0.00
6 C -1.91165 -0.17939 0.60772  0.00
7 H 1.81019 1.17240 0.84905  0.01
8 H 2.39102 -0.58226 0.96274  0.03
9 H -2.47418 0.59292 0.04280  0.05
10 H 0.62459 0.61308 -1.96934  0.02
11 H -2.33929 -0.43047 1.62932  0.01
12 H -0.94583 -0.31903 -1.56191  0.01
13 H 2.48526 0.32891 -0.55149  0.00
14 H 0.63056 -1.09382 -1.87370  0.05
15 H -1.84911 -0.98549 -0.06026  0.01

Forces on atoms 1 to 6 (eV/Å):
O 2.5 1.5 2.9
N 1.5 0.6 2.8
C -1.8 -1.3 -4.3
C 0.3 1.0 -1.7
C -1.9 -0.4 1.9
C -0.4 1.0 1.5

Calculated values
- ⟨S²⟩: 2.010
- Orbital gap (alpha / beta): 5.115 / 6.442 eV
- Energy above the lowest of the compared OMol25 structures with the same formula, charge and spin: 18.4 kcal/mol
- Charge: 0
- Spin multiplicity: 3
- LUMO level (alpha / beta): 0.770 / -2.502 eV
- Strongest force on any atom: 0.0935 Eh/bohr
- HOMO energy (alpha / beta): -4.3 / -8.9 eV